{
  "formula": "C26H72N6O7",
  "method": "the ωB97M-V functional and the def2-TZVPD basis",
  "symbols": ["C", "C", "C", "O", "C", "N", "H", "H", "H", "H", "H", "H", "H", "H", "H", "H", "H", "C", "C", "C", "O", "C", "N", "H", "H", "H", "H", "H", "H", "H", "H", "H", "H", "H", "C", "C", "C", "O", "C", "N", "H", "H", "H", "H", "H", "H", "H", "H", "H", "H", "H", "C", "C", "C", "O", "C", "N", "H", "H", "H", "H", "H", "H", "H", "H", "H", "H", "H", "C", "C", "C", "O", "C", "N", "H", "H", "H", "H", "H", "H", "H", "H", "H", "H", "H", "C", "C", "C", "O", "C", "N", "H", "H", "H", "H", "H", "H", "H", "H", "H", "H", "H", "C", "C", "O", "H", "H", "H", "H", "H", "H"],
  "xyz": [[1.234, 3.279, 3.328], [2.284, 3.272, 2.241], [3.497, 4.162, 2.642], [3.192, 5.463, 2.909], [3.562, 6.384, 1.874], [2.566, 1.848, 1.932], [1.018, 4.356, 3.444], [1.622, 2.874, 4.260], [0.280, 2.794, 3.052], [1.920, 3.655, 1.297], [4.274, 4.100, 1.863], [3.898, 3.706, 3.563], [4.620, 6.344, 1.684], [3.256, 7.396, 2.104], [2.998, 5.966, 1.019], [3.090, 1.399, 2.651], [3.224, 1.766, 1.144], [-1.683, 3.136, -2.505], [-0.721, 2.947, -3.654], [-1.328, 2.897, -5.060], [-0.446, 2.523, -6.114], [0.283, 1.330, -5.943], [0.267, 4.016, -3.552], [-2.363, 2.258, -2.407], [-2.287, 4.048, -2.685], [-1.061, 3.219, -1.615], [-0.167, 2.029, -3.549], [-1.667, 3.902, -5.439], [-2.184, 2.220, -5.085], [-0.279, 0.508, -5.558], [1.191, 1.428, -5.355], [0.528, 1.032, -6.944], [1.002, 3.901, -4.182], [-0.111, 4.939, -3.830], [-2.381, -1.985, 2.982], [-2.778, -0.539, 2.947], [-1.907, 0.248, 3.933], [-2.226, 1.595, 4.023], [-1.507, 2.251, 5.029], [-2.788, -0.079, 1.547], [-2.887, -2.588, 2.229], [-2.683, -2.458, 3.930], [-1.280, -2.126, 2.878], [-3.791, -0.556, 3.350], [-0.871, 0.141, 3.626], [-2.098, -0.257, 4.905], [-0.581, 1.751, 5.348], [-1.995, 2.254, 6.008], [-1.289, 3.323, 4.790], [-1.828, 0.097, 1.292], [-3.211, 0.843, 1.541], [0.437, -5.056, -5.961], [0.768, -3.974, -6.937], [1.758, -3.002, -6.389], [1.296, -2.567, -5.093], [2.218, -1.727, -4.335], [1.488, -4.582, -8.126], [1.346, -5.555, -5.652], [-0.232, -5.813, -6.346], [-0.117, -4.728, -5.084], [-0.081, -3.422, -7.336], [1.893, -2.164, -7.072], [2.712, -3.514, -6.316], [3.214, -2.117, -4.387], [1.669, -1.587, -3.429], [2.182, -0.745, -4.782], [2.244, -5.167, -7.825], [0.858, -5.148, -8.680], [2.331, 1.868, 7.509], [3.161, 0.604, 7.380], [3.871, 0.468, 6.039], [3.020, 0.629, 4.914], [2.092, -0.448, 4.640], [4.269, 0.499, 8.332], [1.633, 1.778, 8.335], [1.662, 2.039, 6.682], [2.962, 2.773, 7.683], [2.472, -0.224, 7.466], [4.358, -0.510, 6.059], [4.601, 1.298, 5.961], [1.401, -0.643, 5.483], [2.713, -1.287, 4.360], [1.498, -0.072, 3.770], [4.918, 1.257, 8.248], [3.903, 0.546, 9.277], [-4.088, -2.008, -2.907], [-4.385, -2.712, -1.567], [-5.176, -4.012, -1.708], [-4.267, -4.961, -2.362], [-4.903, -6.095, -2.882], [-3.190, -2.859, -0.719], [-5.070, -1.740, -3.314], [-3.547, -2.515, -3.670], [-3.708, -1.029, -2.694], [-5.075, -2.035, -1.088], [-6.106, -3.819, -2.268], [-5.471, -4.379, -0.756], [-4.145, -6.800, -3.229], [-5.603, -5.906, -3.716], [-5.479, -6.618, -2.116], [-3.025, -2.052, -0.154], [-2.346, -2.967, -1.287], [-0.121, -0.304, -0.892], [0.252, -0.915, 0.471], [0.289, -0.067, 1.582], [-0.950, 0.399, -0.747], [-0.266, -1.100, -1.635], [0.692, 0.298, -1.219], [1.188, -1.434, 0.313], [-0.470, -1.658, 0.721], [1.042, 0.565, 1.568]],
  "total_charge": 0,
  "smiles": "COC[C@H](C)N.COC[C@H](C)N.COC[C@H](C)N.COC[C@H](C)N.COC[C@H](C)N.COC[C@H](C)N.CCO"
}

{
  "formula": "C26H72O10",
  "method": "the ωB97M-V functional and the def2-TZVPD basis",
  "symbols": ["C", "O", "H", "H", "H", "H", "C", "O", "H", "H", "H", "H", "C", "C", "C", "O", "H", "H", "H", "H", "H", "H", "H", "H", "C", "C", "C", "O", "H", "H", "H", "H", "H", "H", "H", "H", "C", "C", "C", "O", "H", "H", "H", "H", "H", "H", "H", "H", "C", "C", "C", "O", "H", "H", "H", "H", "H", "H", "H", "H", "C", "C", "C", "O", "H", "H", "H", "H", "H", "H", "H", "H", "C", "C", "C", "O", "H", "H", "H", "H", "H", "H", "H", "H", "C", "C", "C", "O", "H", "H", "H", "H", "H", "H", "H", "H", "C", "C", "C", "O", "H", "H", "H", "H", "H", "H", "H", "H"],
  "xyz": [[-12.856, 5.431, 22.928], [-11.580, 5.839, 22.405], [-12.750, 4.335, 23.009], [-13.667, 5.791, 22.324], [-13.014, 5.799, 23.921], [-11.662, 6.676, 21.900], [-12.701, 2.484, 25.929], [-12.741, 1.959, 24.619], [-11.666, 2.781, 26.215], [-13.111, 1.767, 26.661], [-13.297, 3.330, 25.766], [-13.611, 2.009, 24.242], [-9.793, 4.352, 24.893], [-8.845, 4.579, 26.095], [-9.371, 3.997, 27.409], [-7.729, 4.122, 25.875], [-10.838, 4.807, 25.091], [-9.949, 3.230, 24.667], [-9.400, 4.664, 23.946], [-8.709, 5.685, 26.115], [-8.768, 4.008, 28.310], [-9.691, 3.007, 27.127], [-10.190, 4.532, 27.807], [-7.247, 4.804, 25.384], [-11.731, 7.999, 25.700], [-11.017, 8.292, 24.424], [-10.168, 9.669, 24.545], [-10.128, 7.427, 24.141], [-12.128, 6.988, 25.623], [-12.676, 8.613, 25.777], [-10.919, 8.047, 26.455], [-11.644, 8.291, 23.517], [-9.533, 9.464, 25.383], [-10.998, 10.479, 24.700], [-9.690, 9.803, 23.571], [-10.573, 6.825, 23.580], [-16.107, 4.112, 23.650], [-15.839, 2.788, 22.960], [-15.199, 2.958, 21.616], [-15.130, 1.961, 23.546], [-15.073, 4.557, 23.838], [-16.618, 3.897, 24.481], [-16.732, 4.811, 23.090], [-16.858, 2.399, 22.779], [-14.930, 1.963, 21.165], [-14.383, 3.616, 21.697], [-15.886, 3.432, 20.993], [-15.424, 1.085, 23.218], [-8.724, 7.739, 21.198], [-7.328, 7.171, 20.932], [-6.196, 8.310, 20.920], [-6.991, 6.392, 21.861], [-8.642, 8.188, 22.153], [-9.486, 6.950, 21.254], [-8.933, 8.439, 20.379], [-7.371, 6.801, 19.929], [-6.455, 9.083, 20.205], [-5.392, 7.758, 20.639], [-6.121, 8.629, 21.993], [-7.472, 5.601, 21.707], [-17.007, 6.478, 20.786], [-16.703, 7.917, 21.131], [-16.308, 8.061, 22.596], [-15.722, 8.365, 20.483], [-17.783, 6.029, 21.281], [-16.111, 5.868, 20.948], [-17.310, 6.680, 19.752], [-17.675, 8.528, 20.905], [-15.777, 7.208, 22.941], [-17.151, 8.008, 23.317], [-15.684, 8.969, 22.605], [-16.009, 9.153, 19.989], [-11.619, 2.646, 20.781], [-10.881, 1.940, 21.941], [-11.342, 0.550, 22.322], [-9.632, 1.896, 21.992], [-12.697, 2.375, 20.799], [-11.305, 2.286, 19.835], [-11.307, 3.756, 20.783], [-11.128, 2.590, 22.738], [-10.849, 0.070, 23.249], [-11.158, -0.137, 21.463], [-12.417, 0.562, 22.610], [-9.239, 1.832, 22.889], [-13.186, 10.674, 22.384], [-12.875, 9.575, 21.331], [-11.447, 9.675, 20.657], [-13.160, 8.395, 21.601], [-14.066, 10.293, 22.914], [-13.359, 11.538, 21.832], [-12.357, 10.923, 23.081], [-13.628, 9.733, 20.530], [-11.077, 8.685, 20.286], [-10.750, 10.041, 21.353], [-11.434, 10.317, 19.748], [-14.072, 8.338, 21.436], [-13.810, 4.904, 18.906], [-12.916, 6.106, 19.207], [-11.463, 6.096, 18.708], [-13.463, 7.153, 18.802], [-14.798, 5.007, 19.356], [-13.406, 3.969, 19.293], [-13.844, 4.705, 17.825], [-13.036, 6.131, 20.269], [-10.917, 5.224, 19.082], [-11.010, 6.978, 19.126], [-11.479, 6.197, 17.557], [-14.279, 7.274, 19.264]],
  "total_charge": 0,
  "smiles": "CC(C)O.CC(C)O.CC(C)O.CC(C)O.CC(C)O.CC(C)O.CC(C)O.CC(C)O.CO.CO"
}

{
  "formula": "C26H73N5O11",
  "method": "the ωB97M-V functional and the def2-TZVPD basis",
  "symbols": ["C", "C", "O", "O", "H", "H", "H", "H", "H", "H", "C", "C", "O", "O", "H", "H", "H", "H", "H", "H", "C", "C", "O", "O", "H", "H", "H", "H", "H", "H", "C", "C", "C", "O", "C", "N", "H", "H", "H", "H", "H", "H", "H", "H", "H", "H", "H", "C", "C", "C", "O", "C", "N", "H", "H", "H", "H", "H", "H", "H", "H", "H", "H", "H", "C", "C", "C", "O", "C", "N", "H", "H", "H", "H", "H", "H", "H", "H", "H", "H", "H", "C", "C", "C", "O", "C", "N", "H", "H", "H", "H", "H", "H", "H", "H", "H", "H", "H", "C", "C", "C", "O", "C", "N", "H", "H", "H", "H", "H", "H", "H", "H", "H", "H", "H"],
  "xyz": [[-9.869, -19.409, 13.762], [-8.503, -19.169, 13.140], [-7.728, -18.306, 13.973], [-10.577, -18.384, 13.816], [-9.855, -19.885, 14.740], [-10.465, -20.041, 13.097], [-8.552, -18.719, 12.131], [-7.856, -20.072, 12.997], [-8.370, -17.707, 14.346], [-10.216, -17.657, 14.261], [-4.902, -20.105, 13.260], [-4.629, -20.056, 14.750], [-4.542, -21.372, 15.244], [-5.174, -18.924, 12.846], [-5.647, -20.855, 12.932], [-3.960, -20.466, 12.817], [-5.466, -19.597, 15.277], [-3.752, -19.480, 14.951], [-4.148, -21.351, 16.118], [-5.952, -18.642, 13.247], [-7.753, -22.431, 14.726], [-8.859, -23.212, 13.955], [-9.430, -22.412, 12.964], [-7.057, -23.232, 15.368], [-8.122, -21.560, 15.227], [-7.077, -22.065, 13.944], [-9.609, -23.524, 14.690], [-8.446, -24.111, 13.468], [-8.759, -22.307, 12.228], [-6.204, -22.863, 15.629], [-10.352, -20.638, 5.242], [-10.949, -20.268, 6.607], [-9.929, -20.300, 7.723], [-10.559, -20.028, 8.969], [-9.561, -19.875, 9.930], [-11.388, -18.880, 6.546], [-11.181, -20.890, 4.582], [-9.774, -21.580, 5.286], [-9.668, -19.894, 4.805], [-11.707, -20.941, 6.920], [-9.044, -19.725, 7.597], [-9.522, -21.271, 7.691], [-9.955, -20.012, 10.926], [-9.000, -18.947, 9.907], [-8.873, -20.660, 9.827], [-11.519, -18.641, 7.524], [-12.287, -18.746, 6.092], [-2.466, -24.404, 11.699], [-2.631, -23.571, 12.924], [-1.898, -22.189, 12.827], [-0.544, -22.510, 12.540], [0.370, -21.440, 12.371], [-4.046, -23.250, 13.079], [-2.731, -23.907, 10.728], [-3.146, -25.228, 11.786], [-1.481, -24.897, 11.635], [-2.234, -24.099, 13.787], [-1.975, -21.630, 13.754], [-2.277, -21.650, 12.002], [0.061, -20.877, 11.561], [1.356, -21.794, 12.140], [0.462, -20.822, 13.261], [-4.342, -22.624, 12.335], [-4.108, -22.632, 13.914], [-16.020, -21.274, 9.345], [-14.569, -20.800, 9.480], [-13.852, -21.412, 10.670], [-12.736, -22.045, 10.221], [-11.830, -22.463, 11.252], [-13.876, -21.127, 8.276], [-16.636, -21.076, 10.268], [-16.209, -22.349, 9.095], [-16.504, -20.674, 8.550], [-14.649, -19.774, 9.667], [-14.492, -21.983, 11.299], [-13.572, -20.557, 11.352], [-10.910, -22.893, 10.768], [-12.265, -23.313, 11.763], [-11.520, -21.639, 11.898], [-13.872, -22.156, 8.180], [-12.966, -20.955, 8.603], [-6.513, -20.236, 18.439], [-7.544, -19.610, 17.527], [-8.989, -19.928, 17.984], [-9.846, -19.353, 16.990], [-11.220, -19.418, 17.336], [-7.395, -18.208, 17.571], [-5.524, -19.905, 18.215], [-6.391, -21.300, 18.445], [-6.743, -19.890, 19.417], [-7.357, -19.917, 16.552], [-9.217, -19.508, 19.009], [-9.153, -20.996, 17.914], [-11.393, -18.881, 18.246], [-11.451, -20.495, 17.584], [-11.971, -19.025, 16.611], [-7.562, -17.855, 18.467], [-8.013, -17.742, 16.923], [-7.417, -25.190, 10.865], [-6.770, -23.858, 11.294], [-5.540, -23.509, 10.398], [-5.071, -22.215, 10.854], [-4.105, -21.599, 10.035], [-7.621, -22.700, 11.011], [-7.504, -25.142, 9.783], [-8.320, -25.324, 11.438], [-6.624, -25.800, 11.327], [-6.453, -23.852, 12.384], [-5.814, -23.678, 9.356], [-4.786, -24.289, 10.552], [-3.939, -20.500, 10.150], [-4.343, -21.648, 8.988], [-3.194, -22.104, 10.005], [-7.785, -22.827, 10.021], [-7.040, -21.926, 10.995]],
  "total_charge": 0,
  "smiles": "COC[C@H](C)N.COC[C@H](C)N.COC[C@H](C)N.COC[C@H](C)N.COC[C@H](C)N.OCCO.OCCO.OCCO"
}

{
  "formula": "C26H73N5O11",
  "method": "the ωB97M-V functional and the def2-TZVPD basis",
  "symbols": ["C", "C", "C", "O", "C", "N", "H", "H", "H", "H", "H", "H", "H", "H", "H", "H", "H", "C", "C", "C", "O", "C", "N", "H", "H", "H", "H", "H", "H", "H", "H", "H", "H", "H", "C", "C", "C", "O", "C", "N", "H", "H", "H", "H", "H", "H", "H", "H", "H", "H", "H", "C", "C", "C", "O", "C", "N", "H", "H", "H", "H", "H", "H", "H", "H", "H", "H", "H", "C", "C", "C", "O", "C", "N", "H", "H", "H", "H", "H", "H", "H", "H", "H", "H", "H", "C", "C", "O", "O", "H", "H", "H", "H", "H", "H", "C", "C", "O", "O", "H", "H", "H", "H", "H", "H", "C", "C", "O", "O", "H", "H", "H", "H", "H", "H"],
  "xyz": [[3.690, 4.495, -4.222], [2.998, 3.131, -4.594], [3.685, 1.811, -3.981], [3.052, 0.547, -4.363], [3.421, -0.513, -3.502], [1.712, 3.298, -4.033], [4.679, 4.625, -4.661], [3.825, 4.697, -3.160], [2.946, 5.216, -4.561], [2.723, 2.935, -5.631], [3.727, 1.839, -2.892], [4.709, 1.730, -4.345], [3.442, -0.381, -2.420], [4.434, -0.848, -3.723], [2.784, -1.382, -3.662], [1.148, 2.460, -4.020], [1.933, 3.301, -3.048], [-2.228, -4.312, 0.851], [-1.482, -4.302, -0.547], [-1.650, -3.008, -1.400], [-2.954, -2.900, -1.765], [-3.440, -1.709, -2.367], [-0.150, -4.520, -0.227], [-1.900, -5.092, 1.539], [-3.317, -4.327, 0.831], [-2.155, -3.288, 1.217], [-1.838, -5.190, -1.070], [-1.150, -3.144, -2.359], [-1.403, -2.052, -0.937], [-4.404, -1.994, -2.789], [-2.674, -1.502, -3.114], [-3.599, -0.818, -1.760], [0.280, -3.959, -0.948], [0.009, -3.897, 0.551], [0.872, -1.330, 3.706], [1.585, -2.069, 2.617], [1.738, -3.585, 2.929], [2.599, -3.895, 4.027], [4.015, -3.723, 3.964], [0.704, -2.124, 1.480], [0.629, -0.279, 3.550], [1.498, -1.279, 4.596], [-0.030, -1.826, 4.064], [2.610, -1.772, 2.397], [2.091, -4.166, 2.078], [0.747, -4.006, 3.102], [4.202, -2.781, 3.448], [4.453, -4.451, 3.281], [4.435, -3.714, 4.970], [0.025, -1.377, 1.495], [1.319, -2.075, 0.681], [-3.984, 0.751, 5.514], [-4.781, -0.420, 4.784], [-5.452, -1.289, 5.836], [-5.935, -2.571, 5.270], [-6.288, -3.528, 6.232], [-5.687, 0.263, 3.821], [-4.513, 1.191, 6.360], [-3.643, 1.485, 4.783], [-3.072, 0.339, 5.948], [-4.114, -1.042, 4.186], [-6.238, -0.786, 6.399], [-4.669, -1.504, 6.564], [-7.049, -3.269, 6.967], [-5.439, -3.920, 6.792], [-6.783, -4.363, 5.737], [-6.517, 0.687, 4.210], [-5.987, -0.340, 3.068], [-0.017, 0.541, -2.179], [-0.243, 1.627, -1.154], [-1.310, 1.287, -0.117], [-0.949, 0.108, 0.567], [-2.133, -0.369, 1.247], [0.986, 1.998, -0.533], [-0.990, 0.235, -2.562], [0.449, -0.391, -1.858], [0.556, 0.986, -2.992], [-0.500, 2.513, -1.735], [-2.259, 1.134, -0.630], [-1.428, 2.200, 0.467], [-2.927, 0.378, 1.233], [-1.988, -0.583, 2.306], [-2.480, -1.238, 0.689], [0.769, 1.800, 0.433], [0.986, 3.003, -0.629], [1.301, 6.227, 0.007], [0.456, 6.887, -1.032], [-0.874, 6.317, -1.023], [1.274, 4.823, -0.348], [0.913, 6.492, 0.990], [2.333, 6.574, 0.072], [0.722, 6.751, -2.080], [0.336, 7.931, -0.741], [-1.071, 6.214, -0.090], [0.347, 4.790, -0.595], [1.044, -1.242, -6.932], [-0.226, -1.119, -6.116], [-0.490, -2.236, -5.415], [1.133, -0.199, -7.884], [1.101, -2.247, -7.350], [1.949, -1.102, -6.340], [-1.034, -1.063, -6.845], [-0.316, -0.202, -5.533], [-1.441, -2.369, -5.418], [2.018, 0.174, -7.864], [4.193, 2.055, 1.847], [3.550, 0.786, 1.269], [3.558, 0.745, -0.115], [5.629, 1.986, 1.713], [4.070, 2.130, 2.927], [3.671, 2.902, 1.401], [2.488, 0.757, 1.512], [3.914, -0.060, 1.851], [2.715, 1.153, -0.326], [6.021, 2.737, 2.164]],
  "total_charge": 0,
  "smiles": "COC[C@H](C)N.COC[C@H](C)N.COC[C@H](C)N.COC[C@H](C)N.COC[C@H](C)N.OCCO.OCCO.OCCO"
}

Taking the records one at a time from the top gives LUMO level values of 0.590, 0.033, 0.394, 0.135 eV.
Taking the records one at a time from the top gives HOMO-LUMO gap values of 9.31, 9.02, 9.17, 8.81 eV.
Taking the records one at a time from the top gives energy above the lowest of the compared OMol25 structures with the same formula, charge and spin values of 45.0, 248.3, 125.0, 110.7 kcal per mole.